38
Properties=species:S:1:pos:R:3:forces:R:3 method="wB97M-V/def2-TZVPD" de_lowest_kcal_mol=4.9 spin_multiplicity=1 homo_lumo_gap_ev=8.3378 e_lumo_ev=-0.9 smiles="O=C(CCN1C(=O)c2ccncc2C1=O)NCc1ccc(Cl)cc1" charge=0 largest_force_ev_per_a=0.82
O -2.600 -1.325 -1.918 0.0581 -0.0508 -0.4433
C -2.655 -0.956 -0.763 -0.4033 0.3064 0.3346
N -2.054 -1.623 0.246 0.0386 -0.2319 0.3385
H -2.001 -1.224 1.171 -0.0516 0.1238 -0.0891
C -1.132 -2.711 -0.026 0.0005 -0.0272 -0.1511
C 0.282 -2.201 -0.156 -0.0134 -0.1037 0.0531
C 0.635 -1.442 -1.267 0.0386 -0.0223 0.0159
C 1.917 -0.943 -1.404 0.1235 -0.0061 0.0224
C 2.855 -1.211 -0.420 -0.1912 -0.1653 -0.0024
C 2.519 -1.953 0.700 0.1476 0.0635 -0.0729
C 1.230 -2.440 0.828 -0.0767 0.0029 -0.1552
H 0.966 -3.018 1.701 -0.0398 -0.0646 0.1086
H 3.260 -2.151 1.459 0.0948 -0.0028 0.0647
Cl 4.467 -0.608 -0.594 0.2471 -0.0173 -0.0385
H 2.191 -0.360 -2.270 0.0584 0.0583 -0.0785
H -0.101 -1.251 -2.034 -0.0984 0.0148 -0.0979
H -1.451 -3.165 -0.967 0.0297 -0.0459 0.2079
H -1.207 -3.442 0.782 0.0189 -0.0006 -0.0997
C -3.464 0.274 -0.365 0.1070 0.0845 -0.1375
H -3.588 0.867 -1.273 -0.0026 -0.1110 0.0764
H -4.454 -0.055 -0.042 -0.0206 0.0019 -0.0224
C -2.844 1.139 0.733 -0.2541 -0.0409 -0.0711
N -1.440 1.408 0.500 -0.3484 -0.0763 0.0349
C -0.977 2.251 -0.512 0.0621 0.0788 -0.0092
O -1.680 2.828 -1.296 -0.0647 0.0406 -0.0834
C 0.495 2.278 -0.345 0.5893 -0.2281 0.4148
C 1.502 2.940 -1.023 -0.5374 -0.0881 0.0018
N 2.763 2.853 -0.621 0.3432 0.3138 -0.3573
C 3.066 2.123 0.434 -0.0254 -0.2134 0.4152
C 2.136 1.391 1.178 -0.3160 0.1268 -0.0762
C 0.827 1.485 0.759 0.4179 0.5015 -0.4981
C -0.428 0.890 1.284 -0.1091 -0.1352 0.1823
O -0.591 0.113 2.194 0.1249 0.0411 0.1225
H 2.423 0.798 2.031 0.0550 -0.0663 0.0820
H 4.112 2.121 0.707 0.0381 -0.0776 0.0931
H 1.308 3.555 -1.890 -0.1094 0.0409 -0.0636
H -2.917 0.666 1.716 0.0301 0.1220 -0.0959
H -3.371 2.098 0.765 0.0384 -0.1460 0.0749